The following is a DFT calculation (ωB97M-V/def2-TZVPD) of 15 unconnected molecules or ions with the total composition C75H173N7O15 at a distorted geometry.

Relative energy (zero: lowest compared OMol25 entry of this formula, charge and spin)   80.8 kcal/mol
M   1413.2 g/mol
Lowest unoccupied orbital energy   0.12 eV
Total charge   0
Spin multiplicity   1
E   -121708.138 eV

Geometry (Å):
1 O -1.878 0.635 -7.602
2 H -1.992 1.585 -7.625
3 H -2.198 0.376 -6.738
4 O 4.076 8.675 -11.607
5 H 3.745 7.781 -11.691
6 H 4.568 8.672 -10.786
7 O 9.493 4.825 -6.141
8 H 8.971 4.229 -6.678
9 H 9.460 5.660 -6.608
10 O 4.252 6.548 -6.448
11 H 4.797 6.863 -5.727
12 H 4.173 5.607 -6.296
13 C 6.091 1.825 -10.047
14 C 6.130 0.456 -9.423
15 C 7.573 0.020 -9.478
16 C 7.912 -1.192 -8.625
17 C 7.556 -0.984 -7.143
18 C 6.089 -0.560 -6.973
19 N 5.761 0.463 -7.968
20 O 4.496 1.069 -7.783
21 C 5.180 -1.824 -7.134
22 C 6.015 0.122 -5.621
23 C 5.304 -0.594 -10.261
24 H 6.518 1.790 -11.049
25 H 6.653 2.621 -9.559
26 H 5.051 2.146 -10.105
27 H 7.981 -0.064 -10.486
28 H 8.156 0.760 -8.928
29 H 8.989 -1.354 -8.659
30 H 7.376 -2.075 -8.974
31 H 8.318 -0.342 -6.701
32 H 7.642 -1.961 -6.668
33 H 5.170 -2.566 -6.336
34 H 4.129 -1.537 -7.153
35 H 5.378 -2.349 -8.069
36 H 6.184 -0.589 -4.812
37 H 6.670 0.978 -5.458
38 H 4.984 0.469 -5.555
39 H 4.246 -0.341 -10.337
40 H 5.382 -1.614 -9.883
41 H 5.749 -0.614 -11.256
42 H 3.870 0.357 -7.939
43 C 1.939 -9.975 -9.523
44 C 0.752 -9.617 -10.494
45 C 0.301 -10.858 -11.273
46 C -0.523 -11.887 -10.621
47 C -1.745 -11.203 -9.983
48 C -1.427 -10.023 -9.053
49 N -0.419 -9.130 -9.697
50 O -0.054 -8.091 -8.806
51 C -2.842 -9.360 -8.974
52 C -0.968 -10.521 -7.633
53 C 1.043 -8.443 -11.417
54 H 1.745 -9.755 -8.473
55 H 2.830 -9.411 -9.797
56 H 2.272 -11.013 -9.549
57 H -0.197 -10.614 -12.211
58 H 1.215 -11.394 -11.532
59 H 0.047 -12.340 -9.810
60 H -0.814 -12.730 -11.249
61 H -2.271 -12.019 -9.487
62 H -2.344 -11.027 -10.876
63 H -2.915 -8.501 -8.306
64 H -3.170 -9.036 -9.961
65 H -3.575 -10.097 -8.645
66 H -0.781 -9.697 -6.945
67 H -1.564 -11.309 -7.173
68 H 0.010 -10.996 -7.712
69 H 0.146 -8.269 -12.011
70 H 1.924 -8.509 -12.056
71 H 1.335 -7.595 -10.798
72 H -0.425 -7.337 -9.270
73 C 13.042 3.583 -15.964
74 C 14.572 3.408 -16.435
75 C 15.218 2.427 -15.537
76 C 16.585 1.933 -16.153
77 C 16.579 1.445 -17.562
78 C 15.821 2.381 -18.520
79 N 14.573 2.838 -17.841
80 O 13.738 3.492 -18.644
81 C 16.758 3.547 -18.861
82 C 15.444 1.633 -19.809
83 C 15.311 4.844 -16.244
84 H 12.503 4.426 -16.395
85 H 12.980 3.685 -14.881
86 H 12.383 2.752 -16.217
87 H 15.501 2.978 -14.639
88 H 14.575 1.572 -15.332
89 H 16.921 1.096 -15.540
90 H 17.269 2.780 -16.093
91 H 16.241 0.419 -17.707
92 H 17.645 1.388 -17.781
93 H 17.143 4.038 -17.968
94 H 17.627 3.198 -19.418
95 H 16.389 4.389 -19.448
96 H 16.249 1.103 -20.319
97 H 14.651 0.908 -19.628
98 H 14.962 2.237 -20.577
99 H 14.802 5.394 -15.453
100 H 15.174 5.376 -17.185
101 H 16.335 4.754 -15.880
102 H 13.086 2.823 -18.867
103 C -5.033 -0.960 1.668
104 C -4.015 -2.052 1.828
105 C -4.640 -3.256 0.992
106 C -3.629 -4.351 0.694
107 C -2.313 -3.855 0.114
108 C -1.662 -2.677 0.914
109 N -2.718 -1.648 1.166
110 O -2.188 -0.440 1.547
111 C -0.935 -3.203 2.228
112 C -0.632 -2.119 -0.089
113 C -3.983 -2.345 3.357
114 H -6.012 -1.136 2.112
115 H -5.221 -0.631 0.646
116 H -4.586 -0.084 2.138
117 H -5.330 -3.743 1.681
118 H -5.170 -2.883 0.115
119 H -3.986 -5.114 0.003
120 H -3.331 -4.841 1.620
121 H -2.512 -3.617 -0.930
122 H -1.569 -4.647 0.200
123 H -1.294 -4.212 2.432
124 H 0.151 -3.231 2.130
125 H -1.012 -2.458 3.019
126 H -0.127 -1.340 0.483
127 H 0.055 -2.942 -0.284
128 H -1.090 -1.722 -0.995
129 H -4.957 -2.611 3.766
130 H -3.526 -1.489 3.853
131 H -3.372 -3.225 3.559
132 H -2.423 0.185 0.856
133 C 7.734 -3.573 -17.721
134 C 6.909 -3.075 -18.942
135 C 5.461 -3.383 -18.564
136 C 4.381 -2.674 -19.326
137 C 4.702 -1.176 -19.335
138 C 6.128 -0.742 -19.844
139 N 7.131 -1.615 -19.104
140 O 8.447 -1.397 -19.464
141 C 6.302 -0.790 -21.455
142 C 6.259 0.671 -19.211
143 C 7.206 -3.874 -20.259
144 H 7.312 -3.179 -16.797
145 H 8.801 -3.352 -17.739
146 H 7.614 -4.654 -17.665
147 H 5.252 -4.447 -18.676
148 H 5.364 -3.198 -17.494
149 H 3.339 -2.798 -19.031
150 H 4.257 -3.032 -20.348
151 H 4.391 -0.896 -18.328
152 H 3.999 -0.778 -20.066
153 H 7.347 -0.817 -21.765
154 H 5.895 -1.721 -21.851
155 H 5.722 0.009 -21.916
156 H 7.193 1.230 -19.261
157 H 5.725 1.376 -19.848
158 H 5.813 0.818 -18.228
159 H 6.546 -3.727 -21.114
160 H 7.206 -4.910 -19.919
161 H 8.176 -3.570 -20.653
162 H 8.816 -1.069 -18.640
163 C 5.328 -12.819 0.461
164 C 5.608 -11.602 -0.486
165 C 5.704 -10.296 0.399
166 C 6.416 -9.142 -0.297
167 C 7.861 -9.635 -0.616
168 C 7.837 -10.836 -1.652
169 N 6.894 -11.874 -1.191
170 O 6.884 -13.027 -1.839
171 C 7.393 -10.363 -3.029
172 C 9.330 -11.449 -1.691
173 C 4.395 -11.444 -1.472
174 H 6.080 -12.979 1.233
175 H 5.099 -13.740 -0.074
176 H 4.333 -12.647 0.872
177 H 4.741 -9.805 0.537
178 H 6.299 -10.546 1.278
179 H 6.565 -8.214 0.255
180 H 5.905 -8.660 -1.130
181 H 8.361 -9.989 0.286
182 H 8.489 -8.818 -0.970
183 H 7.380 -11.169 -3.763
184 H 6.483 -9.775 -3.146
185 H 8.113 -9.608 -3.347
186 H 9.557 -12.180 -2.467
187 H 10.017 -10.625 -1.883
188 H 9.611 -11.886 -0.733
189 H 4.610 -10.621 -2.153
190 H 3.465 -11.309 -0.919
191 H 4.337 -12.301 -2.143
192 H 7.241 -13.598 -1.155
193 C 17.134 -6.685 -8.982
194 C 15.632 -6.752 -9.497
195 C 15.483 -5.570 -10.567
196 C 14.543 -5.800 -11.841
197 C 14.676 -7.164 -12.456
198 C 14.629 -8.278 -11.346
199 N 15.634 -8.036 -10.244
200 O 15.833 -9.097 -9.406
201 C 13.197 -8.390 -10.786
202 C 15.000 -9.623 -12.043
203 C 14.628 -6.596 -8.324
204 H 17.968 -6.589 -9.678
205 H 17.345 -7.560 -8.367
206 H 17.302 -5.803 -8.365
207 H 14.938 -4.735 -10.126
208 H 16.480 -5.176 -10.763
209 H 14.657 -5.004 -12.578
210 H 13.531 -5.615 -11.479
211 H 15.587 -7.271 -13.044
212 H 13.884 -7.401 -13.167
213 H 12.386 -8.507 -11.505
214 H 13.230 -9.234 -10.096
215 H 12.855 -7.476 -10.300
216 H 16.057 -9.534 -12.294
217 H 14.924 -10.419 -11.302
218 H 14.277 -9.778 -12.844
219 H 13.623 -6.315 -8.639
220 H 14.990 -5.910 -7.558
221 H 14.331 -7.483 -7.765
222 H 16.636 -9.533 -9.704
223 C 2.120 7.701 -17.964
224 C 0.829 6.927 -18.137
225 C 0.299 6.261 -16.845
226 O -0.182 7.929 -18.408
227 H 2.362 8.154 -18.925
228 H 2.884 6.994 -17.641
229 H 2.111 8.445 -17.167
230 H 0.870 6.150 -18.901
231 H 1.040 5.555 -16.471
232 H -0.631 5.723 -17.031
233 H 0.171 6.966 -16.023
234 H -0.129 8.627 -17.751
235 C 13.917 -0.837 2.443
236 C 12.789 -1.809 2.257
237 C 12.208 -2.013 0.893
238 O 13.356 -3.074 2.622
239 H 13.478 0.151 2.582
240 H 14.567 -0.815 1.568
241 H 14.475 -1.132 3.331
242 H 11.945 -1.525 2.885
243 H 11.836 -1.170 0.311
244 H 11.271 -2.561 0.994
245 H 12.864 -2.622 0.270
246 H 12.844 -3.305 3.401
247 C -1.771 8.214 -7.970
248 C -2.134 6.754 -7.866
249 C -2.199 6.077 -9.208
250 O -1.117 6.131 -7.127
251 H -2.273 8.707 -8.803
252 H -0.700 8.404 -7.897
253 H -2.149 8.677 -7.058
254 H -3.037 6.593 -7.278
255 H -2.813 6.688 -9.871
256 H -2.770 5.165 -9.033
257 H -1.228 5.853 -9.649
258 H -0.275 6.452 -7.457
259 C 10.408 10.894 -11.219
260 C 10.708 9.755 -10.257
261 C 12.103 9.980 -9.514
262 O 9.655 9.652 -9.303
263 H 9.325 10.837 -11.330
264 H 10.855 10.783 -12.207
265 H 10.722 11.902 -10.947
266 H 10.747 8.827 -10.828
267 H 12.266 11.041 -9.330
268 H 12.838 9.572 -10.209
269 H 12.101 9.285 -8.674
270 H 9.718 10.292 -8.591